## i
Computed, not measured: 2 unconnected molecules or ions with the total composition C7H16N4, with ωB97M-V/def2-TZVPD.

CARTESIAN COORDINATES (ANGSTROEM)
C1 4.212 0.519 -0.054
C2 2.907 0.668 -0.504
C3 4.661 -0.675 0.339
C4 2.481 1.671 -1.489
C5 -1.646 -1.231 -1.258
C6 -3.525 -0.437 0.289
C7 -2.055 -0.820 0.217
N1 5.045 -1.624 0.880
N2 -1.424 1.102 1.295
N3 2.007 -0.110 0.005
N4 -1.063 0.059 0.751
H1 4.957 1.123 -0.515
H2 1.495 1.987 -1.305
H3 2.644 1.417 -2.460
H4 3.084 2.677 -1.428
H5 -1.780 -0.397 -1.963
H6 -0.625 -1.431 -1.257
H7 -2.163 -2.144 -1.747
H8 -4.037 -1.268 -0.330
H9 -3.748 0.494 -0.145
H10 -3.944 -0.511 1.281
H11 -1.720 -1.740 0.737
H12 5.362 -2.568 0.848
H13 -0.697 1.790 1.725
H14 -2.530 1.379 1.257
H15 1.125 0.008 -0.310
H16 2.412 -0.582 0.843

Highest occupied orbital energy (eV): -16.44
Orbital gap (eV): 7.763
Net charge: +2

## ii
Computed, not measured: a gas-phase ion, C7H16N4 (charge +2), with ωB97M-V/def2-TZVPD.

CARTESIAN COORDINATES (ANGSTROEM)
C1 3.467 -0.431 0.463
C2 2.274 -0.420 -0.397
N1 1.080 -0.903 -0.156
C3 -0.058 -0.756 -0.921
C4 -1.189 -1.650 -0.439
C5 -2.306 -0.736 0.053
C6 -3.583 -1.205 0.566
N2 -1.976 0.487 0.000
N3 -0.714 0.796 -0.290
N4 -0.024 1.640 0.661
C7 0.642 2.687 -0.106
H1 3.190 -0.538 1.581
H2 4.187 0.479 0.238
H3 3.957 -1.462 0.366
H4 2.489 -0.075 -1.379
H5 0.915 -1.387 0.682
H6 0.057 -0.418 -2.023
H7 -0.792 -2.263 0.392
H8 -1.563 -2.380 -1.131
H9 -3.963 -2.222 0.400
H10 -4.367 -0.406 0.459
H11 -3.197 -1.200 1.573
H12 -0.644 1.439 -1.185
H13 -0.559 1.970 1.555
H14 0.005 3.254 -0.912
H15 1.174 3.487 0.541
H16 1.497 2.215 -0.592

SMILES: C/C=[NH+]/[C@H]1CC(C)=N[N@H+]1NC
Highest occupied orbital energy (eV): -17.75
Orbital gap (eV): 8.716
Net charge: +2

i is favored, and the nearest alternative lies 136.5 kJ/mol above it.

## i
Computed, not measured: 10 unconnected molecules or ions with the total composition BF4H18O9, with ωB97M-V/def2-TZVPD.

CARTESIAN COORDINATES (ANGSTROEM)
B1 -0.097 -0.274 0.118
F1 1.038 0.466 -0.281
F2 -0.809 0.478 1.070
F3 -0.920 -0.604 -0.963
F4 0.340 -1.459 0.737
O1 -3.306 0.935 -1.013
H1 -2.445 0.505 -1.133
H2 -3.221 1.770 -1.480
O2 0.270 -0.129 3.810
H3 0.366 0.827 3.812
H4 0.048 -0.346 2.897
O3 -2.229 -1.641 -3.321
H5 -1.733 -0.888 -3.656
H6 -1.864 -1.776 -2.441
O4 -2.799 1.588 2.739
H7 -2.098 1.214 2.188
H8 -3.437 1.915 2.099
O5 -0.268 3.035 -1.266
H9 0.155 2.637 -0.498
H10 -1.101 3.374 -0.930
O6 3.964 1.108 1.349
H11 3.137 1.225 0.868
H12 4.649 1.216 0.684
O7 0.032 -4.152 1.652
H13 -0.017 -4.723 0.882
H14 -0.337 -3.312 1.358
O8 1.251 0.568 -3.135
H15 1.138 0.614 -2.175
H16 1.505 1.459 -3.387
O9 2.952 -2.179 -0.447
H17 2.211 -1.581 -0.300
H18 3.626 -1.870 0.165

Highest occupied orbital energy (eV): -8.21
Orbital gap (eV): 10.765
Net charge: -1

## ii
Computed, not measured: 10 unconnected molecules or ions with the total composition BF4H18O9, with ωB97M-V/def2-TZVPD.

CARTESIAN COORDINATES (ANGSTROEM)
B1 -22.097 -5.897 21.935
F1 -23.203 -5.893 22.821
F2 -22.580 -6.365 20.658
F3 -21.563 -4.625 21.805
F4 -21.151 -6.844 22.349
O1 -25.218 -4.425 24.478
H1 -24.360 -4.714 24.808
H2 -25.797 -4.435 25.246
O2 -23.554 -8.429 23.906
H3 -22.889 -9.117 23.804
H4 -23.212 -7.681 23.386
O3 -21.905 -4.291 18.762
H5 -22.083 -4.935 19.468
H6 -22.176 -3.451 19.140
O4 -20.815 -6.430 25.152
H7 -20.563 -6.938 24.373
H8 -21.700 -6.117 24.946
O5 -18.392 -7.718 22.487
H9 -18.917 -6.908 22.445
H10 -19.043 -8.418 22.353
O6 -26.397 -5.888 22.380
H11 -27.153 -5.296 22.396
H12 -25.670 -5.368 22.752
O7 -18.881 -4.466 22.503
H13 -18.520 -4.228 21.644
H14 -19.841 -4.353 22.401
O8 -20.528 -9.645 21.545
H15 -20.374 -10.465 21.067
H16 -21.153 -9.146 21.004
O9 -25.220 -6.233 19.600
H17 -25.636 -6.712 20.327
H18 -24.276 -6.224 19.827

Highest occupied orbital energy (eV): -7.60
Orbital gap (eV): 10.289
Net charge: -1

## iii
Computed, not measured: 10 unconnected molecules or ions with the total composition BF4H18O9, with ωB97M-V/def2-TZVPD.

CARTESIAN COORDINATES (ANGSTROEM)
B1 -0.089 -0.362 -0.412
F1 0.772 -0.438 -1.444
F2 -0.385 0.888 -0.110
F3 -1.174 -1.095 -0.674
F4 0.499 -0.990 0.679
O1 2.465 -2.701 0.073
H1 1.719 -2.109 -0.023
H2 2.325 -3.128 0.919
O2 -3.247 1.797 1.491
H3 -2.379 1.623 1.126
H4 -3.288 1.258 2.281
O3 3.271 0.133 1.389
H5 3.144 0.781 2.082
H6 2.385 -0.111 1.123
O4 -1.192 -1.965 -3.010
H7 -0.754 -1.291 -3.530
H8 -1.135 -1.647 -2.109
O5 -0.867 -3.064 1.589
H9 -0.936 -2.267 1.064
H10 -0.774 -3.768 0.946
O6 3.483 0.493 -1.593
H11 2.584 0.276 -1.838
H12 3.663 -0.057 -0.831
O7 -4.066 -0.777 -0.135
H13 -3.182 -0.718 -0.497
H14 -4.141 -0.016 0.440
O8 -0.685 3.842 -0.573
H15 -0.231 3.479 -1.334
H16 -1.552 4.081 -0.902
O9 1.620 2.753 1.228
H17 1.217 2.395 2.019
H18 0.932 2.704 0.564

Highest occupied orbital energy (eV): -7.59
Orbital gap (eV): 10.170
Net charge: -1

ii is favored, and the nearest alternative lies 10.4 kJ/mol above it.

## i
Computed, not measured: a molecular structure, H14NaO7, with ωB97M-V/def2-TZVPD.

CARTESIAN COORDINATES (ANGSTROEM)
Na1 0.368 -0.254 0.320
O1 -1.236 -1.805 -0.399
H1 -1.315 -2.062 -1.330
H2 -2.123 -1.447 -0.113
O2 0.835 -1.811 1.873
H3 0.331 -2.675 1.872
H4 0.361 -1.254 2.502
O3 -0.597 1.049 -1.564
H5 -0.060 1.829 -1.798
H6 -1.322 1.432 -1.120
O4 2.567 -0.219 -0.014
H7 2.942 -0.065 0.855
H8 2.896 0.523 -0.460
O5 -1.920 0.472 1.330
H9 -1.796 1.399 1.521
H10 -2.342 0.112 2.139
O6 0.265 -1.091 -2.836
H11 1.178 -1.184 -2.652
H12 -0.142 -0.225 -2.541
O7 0.659 2.152 0.929
H13 0.490 2.527 0.067
H14 -0.041 2.599 1.420

Highest occupied orbital energy (eV): -14.12
Orbital gap (eV): 10.196
Net charge: +1

## ii
Computed, not measured: a molecular structure, H14NaO7, with ωB97M-V/def2-TZVPD.

CARTESIAN COORDINATES (ANGSTROEM)
Na1 -0.255 8.373 -1.966
O1 -2.094 9.184 -3.436
H1 -2.660 8.706 -4.054
H2 -2.594 9.982 -3.215
O2 0.954 6.489 -0.630
H3 1.794 6.156 -0.972
H4 0.808 6.007 0.195
O3 1.270 6.629 -4.047
H5 1.774 5.827 -4.238
H6 0.348 6.316 -4.008
O4 -1.367 6.052 -3.067
H7 -2.273 6.280 -3.307
H8 -1.426 5.641 -2.193
O5 2.275 8.909 -2.422
H9 2.776 9.043 -1.606
H10 2.682 8.161 -2.880
O6 0.117 10.840 -1.652
H11 -0.059 11.239 -2.516
H12 1.041 11.066 -1.483
O7 -1.865 8.035 0.014
H13 -2.799 8.279 -0.034
H14 -1.849 7.166 0.433

Highest occupied orbital energy (eV): -14.62
Orbital gap (eV): 11.373
Net charge: +1

ii is favored, and the nearest alternative lies 93.0 kJ/mol above it.

## i
Computed, not measured: 2 unconnected molecules or ions with the total composition C14H20N2O, with ωB97M-V/def2-TZVPD.

CARTESIAN COORDINATES (ANGSTROEM)
C1 -1.940 2.255 2.999
C2 -0.654 2.517 2.284
C3 -0.284 3.479 1.419
N1 1.066 3.275 0.884
C4 1.608 2.250 1.712
C5 2.877 1.739 2.000
C6 3.007 0.580 2.720
C7 1.864 -0.075 3.272
C8 0.594 0.498 3.111
C9 0.541 1.720 2.440
H1 -2.172 1.182 3.092
H2 -2.704 2.838 2.465
H3 -2.010 2.613 4.045
H4 -0.823 4.327 1.019
H5 1.426 4.064 0.403
H6 3.766 2.247 1.690
H7 3.995 0.154 3.018
H8 1.899 -1.092 3.562
H9 -0.206 -0.028 3.595
C10 -0.243 -0.031 -3.030
C11 -0.624 -1.417 -3.599
N2 -1.146 -2.495 -2.709
C12 -2.509 -3.029 -2.708
C13 -0.585 -2.511 -1.393
C14 1.036 -2.483 -1.516
O1 -1.373 -2.629 -0.472
H10 -1.241 0.433 -2.809
H11 0.301 0.411 -3.873
H12 0.328 -0.247 -2.223
H13 -1.469 -1.231 -4.190
H14 0.224 -2.083 -3.979
H15 -2.385 -4.165 -3.024
H16 -3.003 -2.911 -1.759
H17 -3.371 -2.711 -3.392
H18 1.108 -2.968 -2.478
H19 1.373 -1.528 -1.763
H20 1.730 -2.950 -0.810

SMILES: Cc1c[nH]c2ccccc12.CCN(C)C(C)=O
Highest occupied orbital energy (eV): -7.98
Orbital gap (eV): 8.817
Net charge: 0

## ii
Computed, not measured: 2 unconnected molecules or ions with the total composition C14H20N2O, with ωB97M-V/def2-TZVPD.

CARTESIAN COORDINATES (ANGSTROEM)
C1 -0.056 -0.899 3.965
C2 1.139 -0.659 3.097
C3 2.243 0.137 3.201
N1 3.016 -0.043 2.016
C4 2.348 -0.887 1.170
C5 2.705 -1.350 -0.109
C6 1.742 -2.032 -0.826
C7 0.525 -2.366 -0.220
C8 0.272 -2.095 1.095
C9 1.182 -1.305 1.822
H1 0.360 -1.157 4.961
H2 -0.802 -1.617 3.613
H3 -0.558 0.069 4.150
H4 2.806 0.630 3.966
H5 3.832 0.508 1.843
H6 3.659 -1.083 -0.558
H7 1.925 -2.316 -1.856
H8 -0.265 -2.946 -0.689
H9 -0.644 -2.312 1.661
C10 0.837 0.585 -2.399
C11 -0.455 1.017 -1.609
N2 -1.654 1.678 -2.165
C12 -1.922 2.555 -3.339
C13 -2.859 1.259 -1.593
C14 -2.883 0.673 -0.176
O1 -3.984 1.477 -2.020
H10 0.577 -0.294 -3.006
H11 1.329 0.255 -1.400
H12 1.492 1.206 -2.813
H13 -0.705 0.014 -1.158
H14 -0.102 1.463 -0.644
H15 -2.912 2.955 -2.975
H16 -1.429 3.438 -3.146
H17 -1.861 1.956 -4.297
H18 -3.130 1.427 0.566
H19 -2.035 0.077 0.155
H20 -3.735 -0.021 -0.280

SMILES: Cc1c[nH]c2ccccc12.CCN(C)C(C)=O
Highest occupied orbital energy (eV): -8.10
Orbital gap (eV): 8.797
Net charge: 0

ii is favored, and the nearest alternative lies 74.2 kJ/mol above it.

## i
Computed, not measured: a molecular structure, C3H6NO2, with ωB97M-V/def2-TZVPD.

CARTESIAN COORDINATES (ANGSTROEM)
C1 -1.746 -0.221 1.490
C2 -0.553 -0.311 0.800
C3 0.700 -0.665 -0.689
N1 1.044 0.673 -1.153
O1 -0.515 -0.966 2.022
O2 -1.058 0.976 1.222
H1 -2.900 -0.370 1.654
H2 0.059 -1.162 -1.224
H3 1.574 -1.072 -0.179
H4 0.243 1.210 -1.474
H5 1.610 0.727 -2.046
H6 1.541 1.181 -0.423

Highest occupied orbital energy (eV): -13.41
Orbital gap (eV): 9.077
Net charge: +1

## ii
Computed, not measured: a gas-phase ion, C3H6NO2 (charge +1), with ωB97M-V/def2-TZVPD.

CARTESIAN COORDINATES (ANGSTROEM)
C1 1.946 -0.519 -0.033
O1 0.717 -1.130 -0.037
N1 -0.341 -0.267 0.140
C2 -1.588 -0.040 0.012
O2 -2.799 -0.491 0.115
C3 -0.735 1.188 0.049
H1 2.640 -1.377 0.067
H2 2.147 0.208 0.852
H3 2.027 0.192 -0.881
H4 -2.916 -1.350 -0.275
H5 -0.303 1.732 -0.922
H6 -0.796 1.854 0.914

SMILES: CO[N+]1=C(O)C1
Highest occupied orbital energy (eV): -15.21
Orbital gap (eV): 10.629
Net charge: +1

## iii
Computed, not measured: 2 unconnected molecules or ions with the total composition C3H6NO2, with ωB97M-V/def2-TZVPD.

CARTESIAN COORDINATES (ANGSTROEM)
C1 -0.036 -2.591 0.769
C2 0.347 1.880 -1.090
C3 -0.296 0.253 0.437
N1 0.590 -2.048 -0.048
O1 -0.976 -0.161 1.447
O2 -0.424 1.531 0.115
H1 -0.461 -3.107 1.557
H2 1.025 1.072 -1.245
H3 0.952 2.748 -0.925
H4 -0.321 1.904 -1.900
H5 0.934 -1.972 -1.102
H6 -1.334 0.491 1.985

Highest occupied orbital energy (alpha / beta) (eV): -13.25 / -13.25
Orbital gap (alpha / beta) (eV): 8.127 / 8.127
Net charge: +1

iii is favored, and the nearest alternative lies 62.9 kJ/mol above it.

## i
Computed, not measured: a single C3H3FS molecule, with ωB97M-V/def2-TZVPD.

CARTESIAN COORDINATES (ANGSTROEM)
F1 2.218 -0.341 -0.024
C1 0.921 -0.747 0.028
C2 0.238 0.264 0.343
C3 -1.235 0.504 -0.089
S1 -2.482 -0.547 0.056
H1 0.767 -1.747 -0.103
H2 1.168 0.998 0.087
H3 -1.595 1.616 -0.299

SMILES: F/C=C/C=S
Highest occupied orbital energy (eV): -8.94
Orbital gap (eV): 8.179
Net charge: 0

## ii
Computed, not measured: 2 unconnected molecules or ions with the total composition C3H3FS, with ωB97M-V/def2-TZVPD.

CARTESIAN COORDINATES (ANGSTROEM)
C1 0.565 0.885 0.864
C2 0.206 -0.157 0.149
C3 0.567 -1.378 -0.023
S1 0.066 -2.757 -0.489
H1 1.482 0.948 1.313
H2 -0.020 1.664 1.142
F1 -1.675 0.549 -1.848
H3 -1.191 0.246 -1.109

SMILES: C=C=C=S.F
Highest occupied orbital energy (eV): -9.07
Orbital gap (eV): 7.568
Net charge: 0

ii is favored, and the nearest alternative lies 13.4 kJ/mol above it.

## i
Computed, not measured: 2 unconnected molecules or ions with the total composition C2H10N2O, with ωB97M-V/def2-TZVPD.

CARTESIAN COORDINATES (ANGSTROEM)
N1 1.670 1.623 -0.451
C1 0.416 0.920 -0.127
C2 0.398 -0.440 -0.800
N2 0.000 -1.519 0.134
H1 1.742 1.676 -1.468
H2 1.544 2.598 -0.197
H3 0.396 0.788 0.956
H4 -0.483 1.478 -0.387
H5 1.383 -0.678 -1.226
H6 -0.268 -0.473 -1.668
H7 0.597 -1.439 0.945
H8 0.132 -2.433 -0.284
O1 -2.415 -0.518 1.867
H9 -1.822 -0.928 1.212
H10 -3.292 -0.655 1.495

SMILES: NCCN.O
Highest occupied orbital energy (eV): -9.67
Orbital gap (eV): 10.697
Net charge: 0

## ii
Computed, not measured: 2 unconnected molecules or ions with the total composition C2H10N2O, with ωB97M-V/def2-TZVPD.

CARTESIAN COORDINATES (ANGSTROEM)
N1 -1.101 -0.845 -0.241
C1 -1.525 0.264 0.599
N2 -1.678 1.645 0.078
H1 -0.159 -0.800 -0.639
H2 -1.787 -0.999 -0.966
H3 -0.833 0.368 1.434
H4 -2.514 0.036 0.986
H5 -2.231 1.674 -0.778
H6 -0.780 1.941 -0.307
C2 2.137 -0.747 0.297
O1 1.543 -0.331 -0.943
H7 3.064 -0.213 0.518
H8 2.368 -1.802 0.092
H9 1.474 -0.615 1.154
H10 2.022 0.425 -1.285

SMILES: NCN.CO
Highest occupied orbital energy (eV): -8.66
Orbital gap (eV): 9.329
Net charge: 0

i is favored, and the nearest alternative lies 63.7 kJ/mol above it.